C13H44N6O14 | the ωB97M-V functional and the def2-TZVPD basis

Geometry (Å):
N: -2.76 -4.83 3.89
C: -3.74 -5.01 4.67
N: -3.41 -5.70 5.69
O: -4.79 -4.29 4.58
H: -1.88 -5.25 4.14
H: -2.87 -4.28 3.05
H: -4.05 -5.80 6.46
H: -2.49 -6.13 5.69
N: -0.37 -4.80 -5.02
C: -0.43 -5.48 -3.89
N: -0.51 -6.73 -4.14
O: -0.48 -5.00 -2.73
H: -0.48 -3.80 -5.07
H: -0.51 -5.45 -5.77
H: -0.66 -7.08 -5.08
H: -0.61 -7.36 -3.36
N: 3.70 3.66 -1.40
C: 3.34 4.88 -1.65
N: 3.96 5.72 -0.92
O: 2.33 5.23 -2.26
H: 3.07 2.89 -1.61
H: 4.63 3.53 -1.04
H: 4.73 5.40 -0.35
H: 3.41 6.55 -0.75
O: -6.81 -1.20 -3.91
C: -7.13 -1.67 -2.65
C: -6.08 -1.51 -1.58
O: -6.34 -0.21 -0.94
H: -6.93 -1.95 -4.50
H: -8.13 -1.28 -2.42
H: -7.28 -2.74 -2.81
H: -5.08 -1.49 -2.02
H: -6.11 -2.34 -0.88
H: -7.24 -0.30 -0.62
O: 4.90 -4.95 -0.37
C: 5.59 -3.81 -0.64
C: 7.19 -3.99 -0.65
O: 7.64 -4.58 -1.84
H: 3.99 -4.75 -0.60
H: 5.30 -3.20 -1.50
H: 5.39 -3.18 0.23
H: 7.48 -4.67 0.15
H: 7.57 -2.98 -0.49
H: 8.43 -4.09 -2.07
O: -2.22 1.26 -6.03
C: -1.41 2.36 -5.66
C: -2.03 3.77 -6.00
O: -1.00 4.59 -6.39
H: -3.02 1.41 -5.52
H: -1.33 2.30 -4.57
H: -0.41 2.12 -6.02
H: -2.58 4.12 -5.13
H: -2.75 3.65 -6.81
H: -0.32 4.41 -5.74
O: -1.99 2.44 5.13
C: -2.41 2.89 3.87
C: -3.54 3.84 3.81
O: -3.11 5.17 4.20
H: -1.06 2.35 4.92
H: -1.56 3.11 3.22
H: -2.81 2.01 3.37
H: -4.33 3.42 4.44
H: -4.04 3.89 2.85
H: -2.31 5.51 3.79
O: 3.62 2.76 5.10
C: 4.08 3.83 5.98
C: 4.88 4.86 5.30
O: 6.22 4.39 5.16
H: 4.14 1.96 5.21
H: 3.26 4.30 6.52
H: 4.65 3.30 6.74
H: 5.10 5.74 5.91
H: 4.47 5.33 4.41
H: 6.21 3.82 4.39
O: 0.63 -0.13 -0.17
H: 1.07 0.29 0.57
H: 0.45 -1.02 0.13

Summary:
Energy relative to the best compared isomer or geometry (same formula, charge and spin) ... 43.25 kcal/mol
Electronic energy ... -1903.430943 Eh
Largest force on an atom ... 7.8 eV/Å
SMILES ... NC(N)=O.NC(N)=O.NC(N)=O.OCCO.OCCO.OCCO.OCCO.OCCO.O
Frontier orbital gap ... 9.21 eV

Atomic partial charges in e from the Mulliken method, atoms 1 to 4: atom 1 (N): -0.35, atom 2 (C): 0.70, atom 3 (N): -0.36, atom 4 (O): -0.70

CH5O5PS | the ωB97M-V functional and the def2-TZVPD basis

Geometry (Å):
C: -1.16 1.03 -0.90
S: -0.59 0.02 0.43
O: -1.44 0.08 1.57
O: -0.39 -1.23 -0.19
O: 0.82 0.66 0.59
P: 1.82 0.31 1.95
O: 2.91 -0.72 1.40
O: 0.80 -0.78 2.74
H: -2.20 0.86 -1.01
H: -1.19 2.11 -0.57
H: -0.57 0.55 -1.71
H: 2.80 -1.26 0.60
H: -0.04 -0.51 3.01

Summary:
Energy relative to the best compared isomer or geometry (same formula, charge and spin) ... 28.01 kcal/mol
Electronic energy ... -1156.882254 Eh
Largest force on an atom ... 3.8 eV/Å
SMILES ... CS(=O)(=O)OP(O)O
Frontier orbital gap ... 10.70 eV

Atomic partial charges in e from the natural (NBO) method, atoms 1 to 4: atom 1 (C): -0.90, atom 2 (S): 2.42, atom 3 (O): -0.95, atom 4 (O): -0.97

C4H9NO2 | the ωB97M-V functional and the def2-TZVPD basis

Geometry (Å):
C: -1.55 -0.11 -1.87
C: -0.94 -0.26 -0.67
O: -0.10 -1.52 -0.57
O: -1.63 0.00 0.49
H: -1.03 -0.39 -2.78
H: -2.48 0.42 -1.97
H: -0.20 -1.90 0.32
H: -2.56 0.13 0.28
C: 1.00 0.77 -0.41
N: 1.68 -0.12 0.35
C: 1.48 0.06 1.77
H: 0.63 1.70 0.04
H: 1.35 0.85 -1.44
H: 0.43 0.07 2.07
H: 1.99 -0.73 2.32
H: 1.92 1.02 2.08

Summary:
Energy relative to the best compared isomer or geometry (same formula, charge and spin) ... 121.47 kcal/mol
Electronic energy ... -362.891961 Eh
Largest force on an atom ... 5.5 eV/Å
SMILES ... C=C(O)O.C=NC
Frontier orbital gap ... 8.58 eV

Atomic partial charges in e from the natural (NBO) method, atoms 1 to 4: atom 1 (C): -0.49, atom 2 (C): 0.54, atom 3 (O): -0.72, atom 4 (O): -0.72

C3H5NO2 | the ωB97M-V functional and the def2-TZVPD basis

Geometry (Å):
C: 1.00 -0.24 0.34
C: -0.17 0.59 0.93
N: -1.21 0.53 -0.11
O: -1.39 -0.91 -0.38
C: -0.57 -0.25 -1.24
O: 0.82 -0.47 -1.04
H: 2.05 0.24 0.30
H: 1.01 -1.28 0.76
H: -0.72 0.29 1.76
H: -0.06 1.62 1.08
H: -0.76 -0.11 -2.40

Summary:
Energy relative to the best compared isomer or geometry (same formula, charge and spin) ... 96.06 kcal/mol
Electronic energy ... -322.421251 Eh
Largest force on an atom ... 3.3 eV/Å
SMILES ... C1CN2O[C@@H]2O1
Frontier orbital gap ... 10.99 eV

Atomic partial charges in e from the natural (NBO) method, atoms 1 to 4: atom 1 (C): -0.11, atom 2 (C): -0.30, atom 3 (N): -0.14, atom 4 (O): -0.41

H7O3 | the ωB97M-V functional and the def2-TZVPD basis

Geometry (Å):
O: -1.78 1.42 -0.77
H: -2.04 2.35 -0.67
H: -1.86 1.14 -1.64
O: 1.46 -1.81 0.27
H: 2.37 -1.48 0.20
H: 1.59 -2.59 0.88
O: -0.09 0.05 0.62
H: 0.67 -0.48 0.25
H: 0.39 0.86 0.98
H: -0.71 0.55 -0.13

Summary:
Net charge ... +1
Energy relative to the best compared isomer or geometry (same formula, charge and spin) ... 17.03 kcal/mol
Electronic energy ... -229.634831 Eh
Largest force on an atom ... 3.7 eV/Å
Frontier orbital gap ... 13.25 eV

Atomic partial charges in e from the natural (NBO) method, atoms 1 to 4: atom 1 (O): -0.93, atom 2 (H): 0.53, atom 3 (H): 0.50, atom 4 (O): -0.95

C18H37ClF3N3O4P | the ωB97M-V functional and the def2-TZVPD basis

Geometry (Å):
N: -1.87 2.83 -0.19
P: -0.91 1.82 -0.93
C: -1.55 0.08 -0.76
C: -0.43 -1.01 -0.91
C: -0.49 -2.04 0.22
C: -1.60 -3.08 0.13
C: -1.93 -3.75 1.48
Cl: -0.51 -3.85 2.54
N: -0.32 -1.61 -2.24
C: -1.56 -1.78 -2.95
C: -2.34 -0.48 -3.01
N: -2.76 -0.18 -1.60
C: -3.82 0.88 -1.52
C: -4.36 1.09 -0.13
C: -5.17 -0.08 0.35
F: -6.06 -0.51 -0.58
F: -4.35 -1.16 0.60
F: -5.85 0.21 1.50
H: -1.37 3.34 0.53
H: -0.80 2.05 -2.31
H: 0.38 1.75 -0.41
H: -1.88 0.06 0.27
H: 0.51 -0.50 -0.75
H: 0.48 -2.52 0.24
H: -0.55 -1.47 1.15
H: -1.28 -3.86 -0.54
H: -2.53 -2.66 -0.22
H: -2.72 -3.23 2.00
H: -2.24 -4.77 1.30
H: 0.38 -1.17 -2.81
H: -2.17 -2.56 -2.49
H: -1.37 -2.10 -3.96
H: -1.69 0.33 -3.33
H: -3.21 -0.56 -3.64
H: -3.19 -1.04 -1.26
H: -4.63 0.53 -2.16
H: -3.46 1.81 -1.95
H: -3.57 1.27 0.59
H: -4.98 1.97 -0.11
O: 2.76 -3.02 1.29
C: 3.26 -3.59 2.22
O: 4.14 -2.93 2.98
C: 4.68 -3.47 4.20
C: 5.88 -4.35 3.94
C: 2.94 -5.04 2.52
H: 3.91 -3.98 4.77
H: 4.98 -2.59 4.77
H: 5.62 -5.23 3.35
H: 6.31 -4.69 4.89
H: 6.65 -3.80 3.39
H: 3.58 -5.68 1.91
H: 1.91 -5.21 2.24
H: 3.06 -5.32 3.56
O: 1.26 3.45 -1.99
C: 1.59 4.60 -1.86
O: 2.30 4.94 -0.78
C: 2.87 6.24 -0.59
C: 1.89 7.20 0.03
C: 1.16 5.66 -2.84
H: 3.29 6.61 -1.53
H: 3.71 6.07 0.08
H: 1.03 7.38 -0.61
H: 2.37 8.16 0.23
H: 1.52 6.81 0.98
H: 0.16 6.00 -2.57
H: 1.12 5.22 -3.83
H: 1.82 6.52 -2.89

Summary:
Net charge ... +1
Electronic energy ... -2274.194805 Eh
Largest force on an atom ... 1.6 eV/Å
Frontier orbital gap ... 9.70 eV

Atomic partial charges in e from the natural (NBO) method, atoms 1 to 4: atom 1 (N): -1.35, atom 2 (P): 1.33, atom 3 (C): -0.41, atom 4 (C): -0.05